1.
DFT (ωB97M-V with the def2-TZVPD basis set) results for C57H55FN5O8P2PbSe2Te as an isolated structure.

Properties
Calculated total energy, eV: -248362.3956
Net charge: -1

Positions of all 132 atoms, in Å:
Pb (-0.367, -0.019, 0.518)
O (-1.386, -3.105, -5.386)
C (-1.163, -2.485, -4.186)
C (0.064, -2.561, -3.542)
C (0.199, -1.926, -2.319)
N (-0.796, -1.243, -1.763)
C (-1.963, -1.151, -2.395)
C (-2.198, -1.762, -3.616)
C (-3.038, -0.282, -1.718)
O (-3.998, 0.052, -2.425)
O (-2.800, 0.018, -0.521)
C (1.516, -2.003, -1.537)
O (2.521, -2.359, -2.178)
O (1.438, -1.691, -0.324)
H (-0.587, -3.580, -5.631)
H (0.914, -3.093, -3.950)
H (-3.161, -1.649, -4.088)
C (6.799, -1.701, -1.129)
C (6.695, -0.183, -1.073)
N (5.319, 0.285, -1.074)
C (4.707, 0.510, 0.128)
C (3.407, 0.813, 0.326)
C (2.920, 0.814, 1.788)
O (3.809, 0.771, 2.647)
O (1.678, 0.811, 1.945)
C (2.582, 1.021, -0.844)
O (1.410, 1.394, -0.881)
C (3.222, 0.676, -2.139)
C (2.411, 0.659, -3.271)
C (2.934, 0.251, -4.466)
F (2.130, 0.116, -5.553)
C (4.272, -0.111, -4.583)
C (5.092, -0.067, -3.472)
C (4.567, 0.299, -2.226)
N (4.817, -0.566, -5.821)
C (4.331, -0.076, -7.089)
C (5.485, -0.261, -8.111)
N (6.714, -0.553, -7.303)
C (6.617, -1.922, -6.701)
C (5.279, -1.933, -5.920)
H (7.843, -2.016, -1.097)
H (6.339, -2.101, -2.033)
H (6.278, -2.143, -0.282)
H (7.232, 0.289, -1.902)
H (7.154, 0.193, -0.159)
H (5.323, 0.379, 1.010)
H (1.361, 0.909, -3.178)
H (6.133, -0.344, -3.575)
H (4.064, 0.975, -6.992)
H (3.452, -0.618, -7.452)
H (5.671, 0.625, -8.714)
H (5.328, -1.117, -8.765)
H (6.623, 0.072, -6.481)
H (7.587, -0.385, -7.796)
H (7.492, -2.060, -6.066)
H (6.636, -2.644, -7.516)
H (5.416, -2.352, -4.926)
H (4.551, -2.561, -6.450)
C (-2.809, 3.195, -2.648)
Se (-1.080, 2.426, -2.227)
C (-0.006, 4.017, -2.566)
C (-0.030, 5.088, -1.478)
Se (1.230, 4.841, -0.010)
C (0.130, 3.749, 1.170)
H (-2.781, 3.663, -3.632)
H (-3.108, 3.918, -1.890)
H (-3.516, 2.366, -2.651)
H (-0.394, 4.436, -3.501)
H (1.012, 3.672, -2.748)
H (-1.029, 5.196, -1.053)
H (0.235, 6.055, -1.914)
H (-0.588, 4.373, 1.697)
H (0.793, 3.249, 1.874)
H (-0.381, 2.999, 0.578)
Te (-4.336, -0.848, 4.536)
C (-3.245, -0.635, 6.341)
C (-2.208, -1.500, 6.673)
C (-1.515, -1.299, 7.856)
N (-1.788, -0.329, 8.727)
C (-2.789, 0.485, 8.409)
C (-3.536, 0.378, 7.246)
C (-2.859, -0.348, 3.136)
P (-2.675, 1.269, 2.465)
C (-4.317, 2.006, 2.095)
C (-5.235, 2.393, 3.073)
C (-6.457, 2.944, 2.721)
C (-6.782, 3.117, 1.381)
C (-5.879, 2.739, 0.401)
C (-4.653, 2.190, 0.756)
C (-2.122, 2.313, 3.871)
C (-1.210, 1.784, 4.780)
C (-0.654, 2.571, 5.775)
C (-1.000, 3.910, 5.883)
C (-1.898, 4.456, 4.976)
C (-2.448, 3.666, 3.977)
P (-2.192, -1.630, 2.169)
C (-3.438, -2.575, 1.236)
C (-3.020, -3.672, 0.485)
C (-3.910, -4.351, -0.330)
C (-5.230, -3.927, -0.418)
C (-5.646, -2.820, 0.304)
C (-4.753, -2.145, 1.124)
C (-1.502, -2.849, 3.342)
C (-2.123, -4.034, 3.716)
C (-1.533, -4.876, 4.650)
C (-0.307, -4.549, 5.209)
C (0.328, -3.372, 4.831)
C (-0.267, -2.530, 3.908)
H (-1.929, -2.313, 6.015)
H (-0.696, -1.961, 8.119)
H (-3.002, 1.283, 9.114)
H (-4.320, 1.097, 7.041)
H (-4.985, 2.270, 4.119)
H (-7.158, 3.235, 3.494)
H (-7.740, 3.541, 1.106)
H (-6.126, 2.851, -0.648)
H (-3.968, 1.850, -0.008)
H (-0.942, 0.738, 4.700)
H (0.047, 2.130, 6.474)
H (-0.571, 4.524, 6.665)
H (-2.171, 5.503, 5.043)
H (-3.144, 4.108, 3.274)
H (-1.983, -3.989, 0.529)
H (-3.569, -5.198, -0.912)
H (-5.926, -4.444, -1.067)
H (-6.664, -2.462, 0.212)
H (-5.066, -1.243, 1.637)
H (-3.086, -4.293, 3.293)
H (-2.040, -5.787, 4.944)
H (0.154, -5.207, 5.935)
H (1.289, -3.106, 5.252)
H (0.237, -1.612, 3.622)

***

2.
DFT (ωB97M-V with the def2-TZVPD basis set) results for C57H56FeN6S3 as an isolated structure.

Properties
Calculated total energy, eV: -135852.5948
Net charge: 0
2S+1: 5
<S²>: 6.2638

Positions of all 123 atoms, in Å:
Fe (-0.234, -0.073, -0.030)
S (1.355, 1.534, 1.781)
C (1.470, 3.059, 1.095)
N (2.022, 4.117, 1.761)
C (2.234, 5.364, 1.050)
C (1.014, 5.658, 0.223)
N (0.798, 4.564, -0.710)
C (-0.046, 4.885, -1.866)
C (-1.338, 5.551, -1.452)
C (-2.301, 4.808, -0.770)
C (-3.458, 5.416, -0.304)
C (-3.668, 6.775, -0.519)
C (-2.721, 7.516, -1.211)
C (-1.560, 6.904, -1.671)
C (0.940, 3.275, -0.228)
S (0.562, 1.955, -1.257)
C (2.692, 3.986, 3.039)
C (2.053, 4.876, 4.080)
C (2.823, 5.617, 4.967)
C (2.218, 6.431, 5.918)
C (0.833, 6.517, 5.981)
C (0.057, 5.775, 5.097)
C (0.663, 4.956, 4.156)
H (3.120, 5.303, 0.408)
H (2.383, 6.162, 1.776)
H (1.152, 6.579, -0.344)
H (0.152, 5.792, 0.885)
H (-0.252, 3.958, -2.386)
H (0.514, 5.539, -2.539)
H (-2.132, 3.747, -0.605)
H (-4.199, 4.828, 0.224)
H (-4.565, 7.253, -0.146)
H (-2.884, 8.572, -1.392)
H (-0.820, 7.487, -2.213)
H (3.753, 4.229, 2.928)
H (2.617, 2.946, 3.343)
H (3.906, 5.558, 4.915)
H (2.828, 7.005, 6.605)
H (0.362, 7.163, 6.713)
H (-1.026, 5.832, 5.146)
H (0.059, 4.366, 3.469)
C (0.526, 0.399, 5.841)
C (-0.909, 0.733, 6.260)
C (-0.867, 1.952, 7.198)
C (-1.494, -0.474, 7.011)
C (-1.798, 1.035, 5.048)
C (-3.124, 1.464, 5.244)
C (-3.983, 1.697, 4.188)
C (-3.502, 1.498, 2.895)
S (-4.332, 1.658, 1.381)
C (-2.893, 1.147, 0.548)
N (-1.878, 0.890, 1.314)
C (-2.195, 1.075, 2.668)
C (-1.346, 0.843, 3.754)
C (-2.815, 0.977, -0.904)
C (-3.879, 1.290, -1.756)
C (-3.755, 1.094, -3.119)
C (-2.560, 0.588, -3.629)
C (-1.509, 0.282, -2.781)
C (-1.625, 0.461, -1.407)
H (1.148, 0.295, 6.734)
H (0.955, 1.191, 5.217)
H (0.573, -0.544, 5.282)
H (-0.209, 1.742, 8.048)
H (-1.857, 2.199, 7.595)
H (-0.477, 2.829, 6.675)
H (-0.847, -0.742, 7.855)
H (-1.570, -1.338, 6.344)
H (-2.492, -0.253, 7.404)
H (-3.498, 1.603, 6.253)
H (-5.010, 1.998, 4.361)
H (-0.348, 0.494, 3.554)
H (-4.799, 1.692, -1.338)
H (-4.580, 1.327, -3.781)
H (-2.450, 0.439, -4.697)
H (-0.584, -0.105, -3.199)
C (2.609, 0.057, -2.640)
C (3.414, 0.422, -1.416)
C (4.212, 1.559, -1.403)
C (4.911, 1.937, -0.263)
C (4.816, 1.169, 0.886)
C (4.041, 0.022, 0.889)
C (3.348, -0.350, -0.251)
N (2.593, -1.563, -0.292)
C (1.613, -2.019, 0.541)
N (1.114, -3.253, 0.193)
C (-0.259, -3.285, -0.222)
C (-0.968, -2.100, -0.463)
C (-2.295, -2.279, -0.870)
C (-2.861, -3.534, -1.068)
C (-2.106, -4.673, -0.847)
C (-0.795, -4.561, -0.404)
C (0.034, -5.787, -0.105)
N (1.124, -1.338, 1.524)
C (0.461, -2.053, 2.581)
C (-0.921, -2.108, 2.741)
C (-1.496, -2.794, 3.800)
C (-0.692, -3.434, 4.731)
C (0.689, -3.355, 4.599)
C (1.281, -2.668, 3.543)
C (2.782, -2.586, 3.438)
H (2.604, 0.883, -3.350)
H (1.572, -0.160, -2.373)
H (3.015, -0.820, -3.157)
H (4.274, 2.165, -2.301)
H (5.525, 2.830, -0.277)
H (5.342, 1.461, 1.788)
H (3.958, -0.584, 1.781)
H (2.579, -2.012, -1.190)
H (1.728, -3.861, -0.325)
H (-2.930, -1.420, -1.044)
H (-3.894, -3.616, -1.396)
H (-2.535, -5.658, -1.005)
H (-0.600, -6.673, -0.072)
H (0.543, -5.691, 0.856)
H (0.798, -5.963, -0.874)
H (-1.556, -1.618, 2.022)
H (-2.577, -2.832, 3.889)
H (-1.129, -3.984, 5.558)
H (1.330, -3.832, 5.335)
H (3.248, -2.842, 4.390)
H (3.090, -1.578, 3.160)
H (3.170, -3.273, 2.677)

***

3.
DFT (ωB97M-V with the def2-TZVPD basis set) results for C57H58GeN7O5S2Sn as an isolated structure.

Properties
Calculated total energy, eV: -164733.3878
Net charge: +1

Positions of all 131 atoms, in Å:
Sn (-0.375, -1.221, 1.600)
C (-0.531, -3.145, 4.490)
O (-0.184, -1.843, 4.054)
C (-0.359, -0.812, 4.922)
C (-0.267, -0.988, 6.297)
C (-0.413, 0.080, 7.161)
C (-0.678, 1.347, 6.659)
C (-0.810, 1.531, 5.301)
C (-0.649, 0.467, 4.401)
N (-0.837, 0.626, 3.028)
N (-1.260, 1.766, 2.694)
C (-1.666, 2.214, 1.492)
C (-2.149, 1.506, 0.359)
O (-2.025, 0.195, 0.205)
C (-2.835, 2.237, -0.635)
C (-2.911, 3.596, -0.652)
C (-2.337, 4.351, 0.394)
C (-2.372, 5.758, 0.385)
C (-1.868, 6.477, 1.435)
C (-1.312, 5.801, 2.526)
C (-1.239, 4.431, 2.540)
C (-1.752, 3.660, 1.480)
H (-1.524, -3.142, 4.944)
H (0.211, -3.541, 5.188)
H (-0.534, -3.761, 3.593)
H (-0.082, -1.971, 6.699)
H (-0.335, -0.084, 8.225)
H (-0.807, 2.179, 7.335)
H (-1.070, 2.502, 4.912)
H (-3.296, 1.654, -1.420)
H (-3.411, 4.108, -1.462)
H (-2.809, 6.262, -0.464)
H (-1.895, 7.556, 1.432)
H (-0.936, 6.366, 3.366)
H (-0.792, 3.926, 3.380)
S (1.324, -4.002, 1.205)
C (2.581, -3.279, 0.396)
N (2.988, -3.703, -0.808)
C (3.991, -2.946, -1.522)
C (5.091, -2.565, -0.544)
N (4.498, -1.809, 0.536)
C (5.228, -0.643, 0.987)
C (5.367, 0.338, -0.149)
C (4.225, 0.795, -0.799)
C (4.334, 1.666, -1.867)
C (5.581, 2.093, -2.296)
C (6.721, 1.644, -1.651)
C (6.613, 0.762, -0.588)
C (3.307, -2.162, 1.030)
S (2.670, -1.420, 2.372)
C (2.382, -4.828, -1.497)
C (1.598, -4.386, -2.705)
C (2.189, -4.358, -3.961)
C (1.481, -3.916, -5.064)
C (0.163, -3.518, -4.923)
C (-0.446, -3.575, -3.680)
C (0.273, -3.991, -2.573)
H (3.550, -2.035, -1.945)
H (4.384, -3.549, -2.340)
H (5.848, -1.951, -1.036)
H (5.573, -3.469, -0.149)
H (6.210, -0.950, 1.359)
H (4.660, -0.202, 1.809)
H (3.252, 0.469, -0.463)
H (3.444, 2.010, -2.375)
H (5.665, 2.771, -3.132)
H (7.696, 1.970, -1.982)
H (7.507, 0.406, -0.096)
H (1.732, -5.334, -0.783)
H (3.184, -5.510, -1.793)
H (3.206, -4.701, -4.083)
H (1.959, -3.888, -6.032)
H (-0.396, -3.176, -5.781)
H (-1.485, -3.289, -3.575)
H (-0.203, -4.021, -1.602)
Ge (-2.375, -0.913, -1.433)
C (-4.129, -1.801, -1.786)
C (-5.333, -1.145, -1.997)
C (-6.440, -1.852, -2.438)
C (-6.345, -3.208, -2.697)
C (-5.148, -3.868, -2.479)
C (-4.048, -3.167, -2.018)
C (-1.894, 0.048, -3.120)
C (-0.677, -0.332, -3.670)
C (-0.314, 0.058, -4.943)
C (-1.169, 0.854, -5.683)
C (-2.385, 1.241, -5.149)
C (-2.752, 0.826, -3.882)
H (-1.136, -1.778, -1.265)
H (-5.422, -0.084, -1.805)
H (-7.381, -1.344, -2.577)
H (-7.203, -3.749, -3.067)
H (-5.073, -4.931, -2.657)
H (-3.122, -3.681, -1.804)
H (-0.013, -0.972, -3.101)
H (0.628, -0.269, -5.357)
H (-0.897, 1.156, -6.681)
H (-3.053, 1.863, -5.723)
H (-3.728, 1.100, -3.500)
C (2.152, 1.954, 2.824)
N (1.841, 2.627, 1.587)
C (2.166, 4.038, 1.599)
C (2.440, 4.543, 0.196)
C (1.263, 4.141, -0.677)
N (1.071, 2.708, -0.599)
C (0.504, 2.088, -1.772)
C (1.287, 1.990, 0.534)
O (1.036, 0.769, 0.563)
H (3.236, 1.927, 2.970)
H (1.772, 0.937, 2.808)
H (1.700, 2.492, 3.659)
H (3.052, 4.163, 2.226)
H (1.338, 4.595, 2.054)
H (3.347, 4.082, -0.198)
H (2.569, 5.624, 0.202)
H (1.465, 4.396, -1.722)
H (0.351, 4.667, -0.363)
H (1.137, 2.275, -2.646)
H (-0.492, 2.487, -1.983)
H (0.433, 1.017, -1.609)
O (-3.367, -0.471, 4.389)
C (-3.589, -1.090, 3.379)
C (-4.974, -1.456, 2.846)
C (-4.685, -2.295, 1.611)
C (-3.188, -2.167, 1.482)
O (-2.502, -2.555, 0.526)
N (-2.635, -1.557, 2.517)
H (-5.510, -0.536, 2.613)
H (-5.535, -1.980, 3.615)
H (-5.178, -1.954, 0.700)
H (-4.938, -3.347, 1.741)